Record 1
This record from the Open Molecules 2025 dataset describes a 2-piece molecular cluster, C4H9O3 overall in a non-equilibrium geometry. The level of theory is the ωB97M-V functional and the def2-TZVPD basis.

Last column: Mulliken charge in e.
Geometry (Å):
H (0.129, 0.623, 1.732)  0.08
H (-1.515, 2.585, 1.258)  0.26
H (-1.287, -0.105, 2.675)  0.18
O (1.130, -1.887, -2.230)  -0.71
C (-1.391, 2.029, 2.226)  -1.02
C (-0.962, 0.642, 1.840)  0.02
O (-1.644, 0.188, 0.726)  -0.58
C (2.160, -0.361, -0.615)  -0.69
C (0.972, -0.894, -1.493)  0.53
H (-2.390, 1.924, 2.714)  0.22
H (-0.571, 2.649, 2.602)  0.35
O (-0.097, -0.294, -1.227)  -0.74
H (1.806, -0.546, 0.397)  0.09
H (2.220, 0.708, -0.723)  0.26
H (3.092, -0.857, -0.925)  0.27
H (-1.046, 0.040, -0.075)  0.47

total charge = -1
LUMO energy = 0.1425 hartree
Kohn-Sham gap = 8.44 eV
largest force on an atom = 2.20 eV/A
HOMO = -4.56 eV


Record 2
This record from the Open Molecules 2025 dataset describes a 5-piece molecular cluster, C5H23N3O4 overall in a non-equilibrium geometry. The level of theory is the ωB97M-V functional and the def2-TZVPD basis.

Last column: Löwdin spin population.
Geometry (Å):
C (0.361, 1.864, 1.410)  0.02
H (-1.984, -1.970, -1.127)  0.03
H (-1.391, -2.123, 3.003)  0.10
H (2.356, -2.065, -0.536)  0.00
H (-3.026, 0.703, -0.726)  0.02
H (2.395, 2.813, -0.190)  0.00
H (1.119, 1.927, 0.630)  0.00
H (0.961, -0.755, -1.766)  0.00
H (1.372, 0.465, -2.964)  0.00
H (-2.130, 0.162, -2.098)  0.01
H (2.423, 1.562, -1.069)  0.00
H (-3.454, -1.419, -0.627)  0.06
H (-1.640, -2.071, 1.521)  0.04
C (-2.141, 0.130, -1.014)  0.06
N (-2.483, -1.251, -0.622)  0.06
H (-0.270, -0.267, -2.958)  0.00
N (0.734, 1.049, 2.557)  0.03
H (-1.354, 2.551, 0.459)  0.00
O (3.190, -1.745, -0.882)  0.01
H (0.286, 2.922, 1.720)  0.00
H (-0.356, -0.290, 0.056)  0.01
H (0.061, 0.311, 2.714)  0.04
H (0.150, -2.254, 0.325)  0.01
H (0.940, 1.564, 3.395)  0.01
C (-0.805, 0.587, -0.407)  0.01
C (0.565, 0.079, -2.341)  0.01
H (0.685, -3.477, 1.020)  0.02
H (-0.384, 1.854, -1.909)  0.00
H (3.675, -1.601, -0.087)  0.00
C (-1.012, 1.568, 0.769)  0.05
O (2.970, 2.292, -0.750)  0.00
O (-1.062, -2.502, 2.177)  0.24
O (0.885, -2.859, 0.308)  0.08
H (-1.762, 1.113, 1.417)  0.05
N (0.125, 1.133, -1.408)  0.00

total charge = -1
spin multiplicity = 2
LUMO energy (alpha / beta) = 0.1187 / 0.1163 hartree
Kohn-Sham gap (alpha / beta) = 2.59 / 9.03 eV
largest force on an atom = 1.92 eV/A
HOMO (alpha / beta) = 0.64 / -5.87 eV


Record 3
This record from the Open Molecules 2025 dataset describes a 4-piece molecular cluster, C3H12O4 overall in a non-equilibrium geometry. The level of theory is the ωB97M-V functional and the def2-TZVPD basis.

Last column: Mulliken charge in e.
Geometry (Å):
O (0.873, 0.236, -0.131)  -0.47
O (-0.239, 2.780, -0.453)  -0.70
H (-1.167, -1.826, 0.368)  0.34
H (2.028, -0.474, 1.472)  0.36
H (-1.164, 2.614, -0.398)  0.33
H (0.908, -1.941, -2.173)  0.26
H (-0.069, 3.189, -1.374)  0.34
H (-0.608, 0.051, -1.105)  0.38
C (-0.850, -1.453, 1.312)  -0.84
O (-1.488, -0.352, -0.882)  -0.62
H (-1.820, -0.432, -1.744)  0.31
O (0.889, -1.127, -2.462)  -0.60
C (0.007, -0.613, 1.917)  -0.23
H (-1.527, -1.940, 1.940)  0.26
H (1.390, -0.531, -1.909)  0.32
C (1.144, 0.032, 1.250)  -0.48
H (-0.077, -0.501, 2.908)  0.46
H (1.168, 1.090, 1.699)  0.23
H (0.602, 1.197, -0.235)  0.33

total charge = 0
LUMO energy = 0.0143 hartree
structure (SMILES) = C=CCO.O.O.O
Kohn-Sham gap = 9.47 eV
largest force on an atom = 7.43 eV/A
HOMO = -9.08 eV


Record 4
This record from the Open Molecules 2025 dataset describes one molecule with the formula COS3 in a non-equilibrium geometry. The level of theory is the ωB97M-V functional and the def2-TZVPD basis.

Last column: Löwdin spin population.
Geometry (Å):
O (1.471, -0.689, 1.100)  0.12
S (-1.490, 0.678, -1.275)  1.02
S (-1.095, -0.715, 0.668)  0.57
S (0.535, 1.020, -0.919)  0.23
C (0.578, -0.293, 0.426)  0.06

total charge = 0
spin multiplicity = 3
LUMO energy (alpha / beta) = -0.0231 / -0.1190 hartree
Kohn-Sham gap (alpha / beta) = 7.50 / 6.44 eV
largest force on an atom = 2.71 eV/A
HOMO (alpha / beta) = -8.13 / -9.67 eV


Record 5
This record from the Open Molecules 2025 dataset describes C19H16NOPPdTe4 as an isolated structure in a non-equilibrium geometry. The level of theory is the ωB97M-V functional and the def2-TZVPD basis.

Last column: Löwdin spin population.
Geometry (Å):
H (0.727, -0.790, -4.850)  0.00
H (-0.197, -1.658, -2.743)  0.00
H (4.096, 0.423, 2.419)  0.00
C (0.992, 1.175, 3.563)  0.01
P (-0.108, -0.562, 0.013)  0.06
H (-3.180, -2.640, -0.290)  0.01
H (2.813, -0.018, 0.346)  0.00
C (3.019, 0.547, 2.427)  0.01
C (2.291, 0.230, 1.283)  0.01
C (-1.653, 0.334, 0.043)  0.05
O (-0.838, -3.371, -0.531)  0.01
Te (3.270, -3.165, 1.778)  0.30
Te (-1.034, -2.317, 2.465)  0.38
C (-2.963, 2.319, -0.029)  0.04
H (-0.833, 0.938, 2.458)  0.00
C (-2.485, -1.822, -0.400)  0.15
C (1.785, 1.655, -2.779)  0.00
Pd (1.068, -2.152, 1.146)  0.10
C (0.253, 0.840, 2.441)  0.00
Te (2.601, -2.911, -0.787)  0.26
C (-4.043, 0.174, -0.301)  0.04
C (1.612, 0.931, -3.946)  0.00
C (-4.108, 1.549, -0.230)  0.00
H (1.373, 1.772, -0.681)  0.00
C (0.886, -0.248, -3.931)  0.00
H (2.945, 1.256, 4.449)  0.00
C (-1.731, 1.714, 0.130)  0.00
C (0.884, 0.383, 1.277)  0.01
H (-5.058, 2.047, -0.346)  0.00
H (-4.929, -0.418, -0.475)  0.00
N (-1.236, -2.044, -0.746)  0.10
H (-0.843, 2.303, 0.317)  0.00
C (0.363, -0.732, -2.748)  0.01
H (0.485, 1.562, 4.434)  0.00
Te (1.325, -2.648, 3.579)  0.39
H (2.337, 2.583, -2.797)  0.00
C (0.564, -0.017, -1.569)  0.01
H (-0.277, -3.656, -1.284)  0.00
C (-2.795, -0.449, -0.218)  0.02
C (2.371, 1.005, 3.568)  0.01
H (2.036, 1.292, -4.872)  0.00
C (1.252, 1.194, -1.591)  0.00
H (-3.039, 3.396, 0.006)  0.00

total charge = 0
spin multiplicity = 3
LUMO energy (alpha / beta) = -0.0263 / -0.0737 hartree
Kohn-Sham gap (alpha / beta) = 5.26 / 4.68 eV
largest force on an atom = 2.84 eV/A
HOMO (alpha / beta) = -5.98 / -6.69 eV